Formula: C4H9NO2
Source: the Open Molecules 2025 dataset
Level of theory: ωB97M-V/def2-TZVPD

Summary:
Structure (SMILES): N[C@H](CO)CC=O
E_LUMO: 0.634 eV
HOMO-LUMO gap: 10.075 eV
Spin multiplicity: 1
Energy above the lowest of the compared OMol25 structures with the same formula, charge and spin: 45.27 kcal/mol

Each line ends with the Löwdin charge.
Element x y z (Å)
1 O -2.2824 -1.0188 1.1924  0.06
2 O 2.6448 0.3865 -0.0846  -0.04
3 N 0.1055 1.7786 0.1543  0.05
4 C 0.2166 0.3154 0.0420  -0.38
5 C -1.7703 -1.2800 0.1370  -0.27
6 C -1.0123 -0.2751 -0.6878  -0.12
7 C 1.4817 -0.0730 -0.6883  -0.28
8 H 0.2783 -0.1375 1.0356  0.14
9 H 1.4533 0.3741 -1.7013  0.13
10 H -0.7090 -0.7165 -1.6446  0.11
11 H 1.4753 -1.1329 -0.9620  0.13
12 H -1.8310 -2.3136 -0.2636  0.12
13 H 0.9736 2.2047 -0.1486  0.07
14 H -1.6604 0.5562 -0.9539  0.12
15 H 3.1458 -0.3278 0.3268  0.10
16 H -0.0400 2.0429 1.1202  0.08